# 1
{
  "formula": "C41H51N10OPRuS",
  "method": "the ωB97M-V functional and the def2-TZVPD basis",
  "total_charge": 3,
  "multiplicity": 6,
  "gap_ev": [7.23, 4.46],
  "e_above_lowest_kj_mol": 197.29,
  "homo_energy_ev": [-14.8, -14.8],
  "species": ["Ru", "C", "C", "C", "C", "C", "C", "C", "N", "N", "C", "C", "C", "C", "C", "C", "N", "C", "C", "C", "C", "C", "C", "N", "H", "H", "H", "H", "H", "H", "H", "H", "H", "H", "H", "H", "H", "H", "H", "H", "H", "H", "H", "H", "N", "C", "C", "C", "C", "C", "C", "N", "C", "C", "C", "S", "C", "N", "H", "H", "H", "H", "H", "H", "H", "O", "P", "N", "C", "C", "C", "C", "N", "C", "C", "C", "C", "N", "C", "C", "C", "C", "H", "H", "H", "H", "H", "H", "H", "H", "H", "H", "H", "H", "H", "H", "H", "H", "H", "H", "H", "H", "H", "H", "H", "H"],
  "positions_angstrom": [[0.107, -0.159, -0.036], [3.190, -0.159, 1.354], [3.870, 0.838, 0.414], [3.190, 1.201, -0.876], [3.954, 1.787, -1.890], [3.366, 2.132, -3.090], [2.017, 1.851, -3.269], [1.324, 1.298, -2.212], [1.889, 0.999, -1.043], [1.825, 0.139, 1.802], [1.449, -0.816, 2.851], [0.971, -2.148, 2.330], [1.014, -3.295, 3.122], [0.466, -4.471, 2.635], [-0.110, -4.475, 1.370], [-0.095, -3.299, 0.641], [0.434, -2.172, 1.110], [1.685, 1.509, 2.311], [0.229, 1.865, 2.453], [-0.336, 2.334, 3.632], [-1.673, 2.701, 3.632], [-2.387, 2.623, 2.447], [-1.747, 2.147, 1.313], [-0.481, 1.747, 1.327], [3.164, -1.142, 0.876], [3.850, -0.227, 2.235], [4.095, 1.763, 0.950], [4.839, 0.401, 0.157], [5.004, 1.969, -1.728], [3.942, 2.598, -3.874], [1.519, 2.067, -4.199], [0.267, 1.070, -2.283], [2.286, -0.971, 3.549], [0.622, -0.382, 3.425], [1.458, -3.264, 4.106], [0.491, -5.372, 3.229], [-0.555, -5.367, 0.958], [-0.509, -3.245, -0.361], [2.227, 1.642, 3.258], [2.099, 2.202, 1.572], [0.254, 2.417, 4.533], [-2.146, 3.048, 4.539], [-3.417, 2.933, 2.401], [-2.256, 2.104, 0.359], [-3.745, -1.001, -1.983], [-3.381, -0.297, -3.103], [-3.937, -0.241, -4.372], [-3.355, 0.629, -5.271], [-2.286, 1.446, -4.894], [-1.736, 1.402, -3.630], [-2.248, 0.467, -2.724], [-1.924, 0.157, -1.417], [-2.866, -0.684, -1.001], [-3.027, -1.069, 0.382], [-4.158, -1.572, 0.977], [-3.941, -1.704, 2.668], [-2.357, -1.076, 2.478], [-2.015, -0.799, 1.260], [-4.554, -1.600, -1.911], [-4.801, -0.831, -4.633], [-3.758, 0.710, -6.265], [-1.904, 2.154, -5.612], [-0.985, 2.123, -3.353], [-5.095, -1.831, 0.523], [-1.710, -0.921, 3.321], [1.165, -1.684, -1.846], [1.461, -2.820, -2.758], [2.551, -2.380, -3.963], [3.764, -1.649, -3.646], [4.500, -1.549, -4.979], [4.131, -2.870, -5.652], [2.668, -3.036, -5.254], [2.128, -4.104, -1.898], [2.507, -5.398, -2.460], [3.760, -5.822, -1.696], [3.578, -5.128, -0.347], [2.990, -3.785, -0.764], [0.196, -3.425, -3.648], [-0.756, -4.413, -3.164], [-1.626, -4.658, -4.394], [-1.693, -3.283, -5.082], [-0.565, -2.459, -4.440], [4.377, -2.208, -2.925], [3.509, -0.685, -3.202], [5.573, -1.430, -4.862], [4.115, -0.711, -5.558], [4.733, -3.681, -5.242], [4.272, -2.850, -6.731], [2.336, -4.075, -5.217], [2.025, -2.519, -5.976], [2.672, -5.346, -3.537], [1.701, -6.116, -2.281], [4.653, -5.443, -2.192], [3.849, -6.903, -1.611], [4.510, -5.017, 0.203], [2.867, -5.678, 0.270], [3.797, -3.104, -1.067], [2.408, -3.294, 0.017], [-1.366, -4.009, -2.343], [-0.242, -5.309, -2.820], [-2.611, -5.038, -4.129], [-1.134, -5.379, -5.044], [-2.658, -2.806, -4.916], [-1.551, -3.388, -6.156], [-0.978, -1.667, -3.799], [0.078, -1.981, -5.179]]
}

# 2
{
  "formula": "C18H19BrN2O5S2",
  "method": "the ωB97M-V functional and the def2-TZVPD basis",
  "smiles": "O=C(NCc1ccc2c(c1)OCO2)C1CCN(S(=O)(=O)c2ccc(Br)s2)CC1",
  "total_charge": 0,
  "gap_ev": 8.50,
  "e_above_lowest_kj_mol": 13.26,
  "homo_energy_ev": -8.1,
  "species": ["O", "C", "N", "C", "C", "C", "C", "C", "C", "C", "O", "C", "O", "C", "C", "C", "N", "S", "O", "O", "C", "C", "C", "C", "Br", "S", "C", "C", "H", "H", "H", "H", "H", "H", "H", "H", "H", "H", "H", "H", "H", "H", "H", "H", "H", "H", "H"],
  "positions_angstrom": [[-0.338, -4.564, -0.497], [0.483, -3.821, -0.986], [0.781, -3.818, -2.308], [-0.051, -4.497, -3.285], [-0.969, -3.513, -3.966], [-1.963, -2.893, -3.222], [-2.805, -1.933, -3.774], [-2.613, -1.623, -5.098], [-1.616, -2.242, -5.854], [-0.778, -3.185, -5.311], [-1.641, -1.749, -7.132], [-2.693, -0.808, -7.162], [-3.288, -0.728, -5.885], [1.280, -2.795, -0.182], [0.685, -1.405, -0.443], [1.406, -0.360, 0.407], [1.376, -0.692, 1.815], [-0.033, -0.263, 2.604], [-1.122, -0.078, 1.690], [-0.203, -1.089, 3.756], [0.439, 1.352, 3.179], [0.938, 1.685, 4.400], [1.240, 3.058, 4.514], [0.957, 3.728, 3.362], [1.206, 5.553, 3.050], [0.314, 2.700, 2.123], [1.904, -2.008, 2.117], [1.203, -3.100, 1.314], [1.402, -3.110, -2.667], [0.588, -5.003, -4.013], [-0.627, -5.240, -2.727], [-2.085, -3.166, -2.185], [-3.574, -1.454, -3.193], [-0.012, -3.654, -5.905], [-2.296, 0.179, -7.447], [-3.448, -1.122, -7.901], [2.326, -2.812, -0.510], [-0.370, -1.404, -0.165], [0.763, -1.132, -1.498], [0.927, 0.614, 0.287], [2.457, -0.277, 0.108], [1.069, 0.962, 5.183], [1.638, 3.526, 5.396], [1.757, -2.166, 3.185], [2.977, -1.992, 1.898], [1.660, -4.068, 1.524], [0.154, -3.150, 1.612]]
}

# 3
{
  "formula": "C2H6N5",
  "method": "the ωB97M-V functional and the def2-TZVPD basis",
  "smiles": "C/N=N/C=N\\N=[NH2+]",
  "total_charge": 1,
  "gap_ev": [8.14, 8.14],
  "e_above_lowest_kj_mol": 490.28,
  "homo_energy_ev": [-14.3, -14.3],
  "species": ["C", "N", "N", "C", "N", "N", "N", "H", "H", "H", "H", "H", "H"],
  "positions_angstrom": [[-1.116, 1.913, 0.111], [-0.521, 0.672, 0.587], [0.434, 0.513, 1.343], [1.251, -0.510, 1.314], [1.255, -1.262, 0.279], [0.572, -0.983, -0.756], [0.246, -1.915, -1.632], [-1.394, 2.641, 0.907], [-0.425, 2.428, -0.427], [-1.918, 1.608, -0.405], [1.882, -0.808, 2.114], [-0.333, -1.492, -2.325], [0.067, -2.806, -1.110]]
}